This record from the Open Molecules 2025 dataset describes a structure of composition CH23LiO11. The level of theory is ωB97M-V/def2-TZVPD.

The geometry in ORCA input format:
```
! wB97M-V def2-TZVPD RIJCOSX def2/J DEFGRID3
* xyz 0 1
Li -3.764 -23.034 39.689
C -6.467 -22.669 40.769
O -5.514 -23.711 40.395
H -6.240 -21.569 40.413
H -6.754 -22.702 41.852
H -7.339 -23.137 40.326
O -6.960 -23.019 37.515
H -6.236 -22.781 36.852
H -6.454 -22.799 38.267
O -9.559 -25.784 40.599
H -9.231 -25.051 39.962
H -9.393 -25.272 41.372
O -9.269 -21.703 41.667
H -8.754 -20.952 42.107
H -8.565 -22.068 41.134
O -5.360 -25.367 42.337
H -5.635 -24.833 41.553
H -4.629 -24.975 42.991
O -5.438 -25.956 38.967
H -5.683 -25.530 38.104
H -5.420 -24.991 39.387
O -9.334 -24.192 38.485
H -8.447 -23.961 38.288
H -9.429 -24.944 37.731
O -9.448 -24.463 43.055
H -9.185 -23.420 42.722
H -9.573 -24.104 44.001
O -5.846 -21.939 44.565
H -5.771 -21.131 44.088
H -6.657 -22.211 44.238
O -4.945 -20.189 41.684
H -4.945 -19.320 41.990
H -5.672 -20.472 41.134
O -3.211 -22.363 41.094
H -2.313 -22.038 40.863
H -3.668 -21.506 41.108
*
```

Its total energy is -886.92873 hartree. As for the relative energy (zero: lowest compared OMol25 entry of this formula, charge and spin): 2.620 eV. As for the orbital gap: 7.47 eV.



This record from the Open Molecules 2025 dataset describes a structure of composition C35H58N3OP2Pt. The level of theory is ωB97M-V/def2-TZVPD.

The geometry in ORCA input format:
```
! wB97M-V def2-TZVPD RIJCOSX def2/J DEFGRID3
* xyz 3 5
C 3.159 0.631 0.073
C 2.156 -0.807 -1.551
C 4.354 0.693 -0.636
C 3.349 -0.698 -2.308
C 4.432 0.044 -1.867
H 5.179 1.270 -0.213
H 3.394 -1.222 -3.258
H 5.339 0.105 -2.464
N 2.074 0.010 -0.424
P 1.357 1.751 1.949
P -0.531 -2.143 -1.725
C 3.075 1.221 1.474
H 3.448 0.461 2.182
H 3.773 2.064 1.542
C -1.546 0.383 0.883
O -2.682 0.460 1.129
C 1.168 -1.761 -1.969
H 1.441 -2.152 -2.963
C -0.570 -4.036 -2.198
C -1.908 -1.331 -2.840
C 1.023 1.189 3.757
C 1.572 3.628 1.777
C -1.356 -4.677 -1.040
H -2.433 -4.469 -1.109
H -1.236 -5.770 -1.067
H -1.006 -4.319 -0.063
C -1.191 -4.474 -3.539
H -2.214 -4.130 -3.715
H -0.575 -4.189 -4.403
H -1.236 -5.576 -3.538
C 0.871 -4.556 -2.230
H 0.859 -5.649 -2.104
H 1.356 -4.351 -3.195
H 1.482 -4.119 -1.430
C -3.224 -2.054 -2.519
H -3.494 -1.884 -1.469
H -4.022 -1.640 -3.147
H -3.202 -3.134 -2.678
C -2.103 0.137 -2.465
H -2.539 0.254 -1.469
H -1.168 0.699 -2.490
H -2.796 0.596 -3.187
C -1.476 -1.377 -4.302
H -1.355 -2.386 -4.703
H -2.248 -0.882 -4.909
H -0.533 -0.828 -4.439
C 0.217 4.313 1.990
H 0.354 5.392 1.830
H -0.526 3.961 1.266
H -0.186 4.174 3.002
C 2.058 3.937 0.349
H 3.074 3.570 0.159
H 1.376 3.525 -0.403
H 2.074 5.029 0.231
C 2.610 4.181 2.778
H 3.043 5.100 2.357
H 2.153 4.464 3.734
H 3.449 3.501 2.979
C 2.013 0.080 4.138
H 3.030 0.463 4.296
H 1.684 -0.375 5.086
H 2.050 -0.724 3.392
C -0.403 0.612 3.827
H -0.525 -0.247 3.158
H -0.590 0.262 4.851
H -1.159 1.367 3.585
C 1.111 2.305 4.802
H 2.118 2.726 4.891
H 0.388 3.110 4.623
H 0.862 1.868 5.782
Pt 0.245 0.271 0.513
N 0.573 -1.744 0.769
C 1.044 -2.796 0.403
C 1.585 -3.925 1.372
C 2.287 -5.088 0.705
C 2.603 -3.256 2.289
C 0.395 -4.456 2.175
H 1.601 -5.705 0.117
H 3.114 -4.751 0.071
H 2.706 -5.738 1.488
H 2.093 -2.581 2.987
H 3.170 -3.997 2.871
H 3.333 -2.682 1.699
H 0.743 -4.902 3.117
H -0.312 -3.645 2.406
H -0.148 -5.235 1.625
C -2.541 5.919 -3.354
C -1.932 4.785 -2.581
C -2.472 4.353 -1.368
C -1.850 3.307 -0.683
N -0.741 2.687 -1.125
C -0.227 3.105 -2.302
C -0.789 4.136 -3.059
H -2.752 5.624 -4.390
H -3.478 6.242 -2.889
H -1.865 6.786 -3.398
H -3.363 4.812 -0.941
H -2.264 2.978 0.271
H 0.673 2.591 -2.659
H -0.318 4.424 -4.001
*
```

Its total energy is -2408.86276 hartree. As for the relative energy (zero: lowest compared OMol25 entry of this formula, charge and spin): 2.202 eV. As for the orbital gap (alpha / beta): 6.57 / 5.47 eV.



This record from the Open Molecules 2025 dataset describes an isolated molecule of C5H4O2. The level of theory is ωB97M-V/def2-TZVPD.

The geometry in ORCA input format:
```
! wB97M-V def2-TZVPD RIJCOSX def2/J DEFGRID3
* xyz 0 1
O -0.756 1.367 -1.545
C -0.496 0.446 -0.815
O 1.674 -0.382 -1.620
C 0.934 -0.193 -0.700
C 1.015 -0.297 0.797
C -0.437 -0.618 1.168
C -1.300 -0.229 0.219
H 1.455 0.777 0.523
H 1.754 -0.728 1.466
H -0.723 -1.186 2.060
H -2.372 -0.380 0.158
*
```

Its total energy is -343.31747 hartree. As for the relative energy (zero: lowest compared OMol25 entry of this formula, charge and spin): 2.038 eV. The SMILES is O=C1C=CCC1=O. As for the orbital gap: 9.00 eV.



This record from the Open Molecules 2025 dataset describes a cluster of 2 separate species, C3H8INO in total. The level of theory is ωB97M-V/def2-TZVPD.

The geometry in ORCA input format:
```
! wB97M-V def2-TZVPD RIJCOSX def2/J DEFGRID3
* xyz 0 1
C 0.144 -1.316 -0.845
C -0.545 0.088 1.140
C -0.368 -0.119 -0.132
N -1.203 2.195 -1.009
O -0.630 0.801 -1.196
I 3.226 -1.440 2.808
H 1.233 -1.382 -0.809
H -0.138 -1.184 -1.882
H -0.123 -2.205 -0.393
H -0.306 -0.599 1.912
H -0.894 1.032 1.488
H 2.376 -0.520 1.772
H -0.652 2.689 -1.643
H -2.120 1.962 -1.211
*
```

Its total energy is -546.67599 hartree. As for the relative energy (zero: lowest compared OMol25 entry of this formula, charge and spin): 2.947 eV. The SMILES is C=C(C)ON.I. As for the orbital gap: 9.66 eV.



This record from the Open Molecules 2025 dataset describes a structure of composition C6H10O. The level of theory is ωB97M-V/def2-TZVPD.

The geometry in ORCA input format:
```
! wB97M-V def2-TZVPD RIJCOSX def2/J DEFGRID3
* xyz 0 1
O -1.276 0.559 1.303
C -1.437 0.471 -0.007
C -1.115 -0.891 -0.609
C 0.258 -1.345 -0.076
C 1.307 -0.222 -0.052
C 0.937 1.184 -0.384
C 1.179 0.926 0.938
H -2.309 1.015 -0.386
H -1.893 -1.615 -0.336
H -1.098 -0.818 -1.705
H 0.631 -2.167 -0.697
H 0.135 -1.742 0.938
H 2.304 -0.547 -0.364
H 1.203 1.921 -1.133
H -0.516 1.130 -0.515
H 1.845 1.384 1.660
H -0.155 0.756 1.425
*
```

Its total energy is -309.70110 hartree. As for the relative energy (zero: lowest compared OMol25 entry of this formula, charge and spin): 3.844 eV. As for the orbital gap: 9.62 eV.



This record from the Open Molecules 2025 dataset describes a cluster of 3 separate species, C17H37B3ClFO11 in total. The level of theory is ωB97M-V/def2-TZVPD.

The geometry in ORCA input format:
```
! wB97M-V def2-TZVPD RIJCOSX def2/J DEFGRID3
* xyz 0 1
C 5.539 0.072 0.514
C 4.063 0.280 0.676
O 3.434 -0.087 1.644
O 3.521 0.899 -0.389
C 2.155 1.293 -0.232
C 1.212 0.244 -0.780
C -0.208 0.836 -0.963
B -1.267 0.288 0.035
O -1.166 -0.974 0.610
B -2.315 -1.715 0.502
F -2.285 -3.038 0.585
O -3.521 -1.073 0.302
B -3.492 0.260 0.659
Cl -4.877 0.924 1.512
O -2.402 1.029 0.373
H 5.891 -0.614 1.267
H 6.061 1.023 0.557
H 5.716 -0.318 -0.486
H 2.038 2.184 -0.843
H 1.921 1.576 0.789
H 1.575 -0.007 -1.775
H 1.211 -0.670 -0.196
H -0.566 0.606 -1.968
H -0.125 1.919 -0.907
C -1.249 -1.722 -4.866
O 0.141 -1.481 -4.857
C 0.923 -2.571 -4.395
C 2.096 -2.875 -5.305
O 1.769 -3.367 -6.592
C 1.186 -2.499 -7.550
C 2.077 -1.389 -8.068
O 2.324 -0.392 -7.091
C 3.669 0.027 -6.997
H -1.691 -1.478 -3.892
H -1.701 -1.077 -5.620
H -1.484 -2.759 -5.120
H 0.309 -3.470 -4.282
H 1.322 -2.303 -3.408
H 2.653 -3.687 -4.830
H 2.781 -2.028 -5.364
H 0.231 -2.104 -7.199
H 0.964 -3.144 -8.403
H 1.561 -0.914 -8.912
H 3.014 -1.818 -8.438
H 4.364 -0.808 -7.129
H 3.817 0.439 -5.998
H 3.891 0.807 -7.733
C -1.927 2.798 8.788
O -1.768 1.740 7.869
C -2.764 0.734 7.931
C -3.320 0.376 6.568
O -4.072 1.386 5.920
C -3.415 2.533 5.405
C -2.497 2.295 4.224
O -1.316 1.597 4.589
C -0.954 0.554 3.717
H -1.460 2.558 9.749
H -1.433 3.677 8.372
H -2.982 3.043 8.948
H -3.586 1.041 8.586
H -2.306 -0.169 8.355
H -4.033 -0.438 6.729
H -2.541 -0.024 5.915
H -2.905 3.088 6.194
H -4.225 3.172 5.045
H -2.198 3.273 3.827
H -3.048 1.761 3.443
H -1.833 0.012 3.348
H -0.333 -0.148 4.274
H -0.373 0.932 2.868
*
```

Its total energy is -2132.48225 hartree. The SMILES is CC(=O)OCCCB1OB(F)OB(Cl)O1.COCCOCCOC.COCCOCCOC. As for the orbital gap: 9.39 eV.



This record from the Open Molecules 2025 dataset describes a cluster of 2 separate species, C5H10N2O3 in total. The level of theory is ωB97M-V/def2-TZVPD.

The geometry in ORCA input format:
```
! wB97M-V def2-TZVPD RIJCOSX def2/J DEFGRID3
* xyz 0 1
C -1.232 0.735 -0.124
C 1.004 -0.862 -0.518
C -1.807 0.269 -1.437
C 2.834 0.003 0.809
C -1.894 0.082 1.074
N 2.110 -0.233 -0.420
N 0.376 -1.862 -0.333
O -0.325 1.514 0.034
O -0.560 -2.588 -0.264
O -2.971 -0.754 0.751
H -2.483 -0.540 -1.349
H -2.308 1.191 -1.879
H -1.035 -0.020 -1.999
H 3.867 0.181 0.536
H 2.373 0.601 1.502
H 2.856 -1.002 1.351
H -2.428 0.896 1.742
H -1.246 -0.465 1.708
H 2.238 0.491 -1.114
H -2.650 -1.516 0.263
*
```

Its total energy is -531.58264 hartree. As for the relative energy (zero: lowest compared OMol25 entry of this formula, charge and spin): 6.051 eV. The SMILES is CNC#[N+][O-].CC(=O)CO. As for the orbital gap: 9.11 eV.



This record from the Open Molecules 2025 dataset describes a cluster of 16 separate species, C48H132N4O32 in total. The level of theory is ωB97M-V/def2-TZVPD.

The geometry in ORCA input format:
```
! wB97M-V def2-TZVPD RIJCOSX def2/J DEFGRID3
* xyz 0 1
C 2.734 3.825 1.513
O 3.529 3.475 0.351
C 4.843 3.026 0.775
C 5.746 2.998 -0.475
N 5.282 1.983 -1.400
C 5.958 2.108 -2.699
C 5.479 3.334 -3.609
O 4.088 3.378 -3.392
C 3.305 2.366 -3.999
H 3.015 4.808 1.890
H 3.069 3.236 2.367
H 1.652 3.709 1.466
H 4.760 2.040 1.232
H 5.339 3.646 1.521
H 6.762 2.845 -0.113
H 5.671 3.928 -1.040
H 4.340 2.310 -1.559
H 5.682 1.203 -3.240
H 7.046 2.040 -2.712
H 5.697 3.100 -4.651
H 5.940 4.281 -3.328
H 2.246 2.490 -3.771
H 3.651 1.387 -3.669
H 3.366 2.449 -5.084
C -2.605 6.681 3.017
O -3.272 7.400 2.012
C -2.572 8.566 1.598
C -3.526 9.481 0.803
N -4.707 10.007 1.479
C -4.428 10.937 2.599
C -5.782 11.237 3.257
O -6.518 10.084 3.594
C -7.928 10.286 3.600
H -3.056 5.692 3.101
H -2.623 7.254 3.944
H -1.601 6.423 2.679
H -1.767 8.377 0.888
H -2.147 9.100 2.449
H -3.931 8.801 0.053
H -3.043 10.245 0.194
H -5.207 9.203 1.832
H -3.954 11.824 2.177
H -3.666 10.600 3.303
H -6.341 11.886 2.582
H -5.631 11.768 4.196
H -8.402 9.306 3.661
H -8.347 10.740 2.702
H -8.216 10.819 4.506
C -1.579 3.450 0.467
O -0.600 2.429 0.454
C 0.073 2.377 -0.810
C 1.145 1.361 -0.791
N 0.482 0.044 -0.831
C 1.427 -0.994 -1.262
C 0.780 -2.364 -1.150
O 0.408 -2.515 0.267
C 0.352 -3.900 0.718
H -2.375 3.210 -0.238
H -1.144 4.430 0.272
H -1.969 3.593 1.475
H 0.565 3.332 -0.997
H -0.676 2.204 -1.582
H 1.817 1.556 0.045
H 1.729 1.437 -1.709
H 0.229 -0.132 0.131
H 2.412 -0.956 -0.796
H 1.622 -0.884 -2.329
H 1.535 -3.096 -1.437
H 0.042 -2.527 -1.936
H 1.308 -4.423 0.675
H -0.313 -4.421 0.030
H -0.089 -4.000 1.710
C 0.501 -9.139 -0.842
O 0.068 -8.919 0.517
C -0.252 -7.574 0.729
C -0.946 -7.502 2.112
N -0.224 -8.336 3.026
C -1.093 -8.731 4.216
C -0.668 -10.036 4.759
O -1.082 -11.152 3.982
C -0.597 -12.467 4.294
H -0.350 -9.011 -1.510
H 0.808 -10.175 -0.982
H 1.360 -8.526 -1.117
H -0.904 -7.152 -0.036
H 0.643 -6.952 0.740
H -1.984 -7.810 1.989
H -1.053 -6.487 2.496
H -0.056 -9.145 2.445
H -2.139 -8.761 3.912
H -0.981 -7.920 4.936
H -1.074 -10.006 5.770
H 0.340 -9.981 5.170
H 0.432 -12.717 4.035
H -1.218 -13.231 3.827
H -0.767 -12.566 5.366
C 1.942 -0.870 -5.132
C 0.648 -0.142 -5.513
O 0.805 1.224 -5.763
O 2.793 -0.998 -6.236
H 1.675 -1.869 -4.788
H 2.412 -0.400 -4.268
H -0.076 -0.321 -4.718
H 0.146 -0.466 -6.425
H 0.826 1.430 -6.700
H 2.523 -1.737 -6.785
C -4.504 -1.586 2.296
C -3.257 -2.460 1.964
O -2.103 -2.036 2.694
O -4.312 -0.221 1.967
H -4.767 -1.671 3.351
H -5.417 -1.835 1.756
H -3.005 -2.250 0.925
H -3.522 -3.506 2.121
H -1.760 -1.252 2.257
H -5.055 0.255 2.344
C -2.538 -5.578 -3.232
C -2.936 -4.081 -3.155
O -4.139 -3.725 -3.838
O -3.487 -6.302 -2.498
H -1.549 -5.742 -2.804
H -2.573 -5.957 -4.254
H -2.130 -3.401 -3.429
H -3.071 -3.765 -2.120
H -4.487 -2.935 -3.418
H -4.346 -6.064 -2.855
C 1.334 6.005 -2.965
C 2.311 5.674 -1.838
O 2.195 6.547 -0.747
O 0.025 5.539 -2.733
H 1.702 5.555 -3.887
H 1.311 7.080 -3.144
H 3.329 5.736 -2.222
H 2.110 4.659 -1.493
H 1.266 6.679 -0.541
H -0.190 4.992 -3.492
C -1.111 -4.013 6.258
C -0.612 -4.648 4.954
O -1.571 -4.392 4.009
O -1.150 -2.619 6.059
H -0.414 -4.282 7.051
H -2.092 -4.429 6.488
H -0.537 -5.731 5.046
H 0.333 -4.282 4.554
H -1.569 -3.465 3.758
H -1.844 -2.262 6.619
C 3.710 -3.924 2.566
C 4.389 -3.235 3.732
O 4.245 -3.901 4.967
O 4.085 -5.285 2.389
H 3.817 -3.312 1.670
H 2.644 -3.981 2.787
H 4.198 -2.169 3.854
H 5.440 -3.138 3.457
H 3.552 -3.412 5.417
H 3.752 -5.766 3.150
C -1.983 3.060 -4.042
C -2.972 3.258 -5.195
O -3.417 4.631 -5.142
O -0.634 3.297 -4.358
H -2.157 2.057 -3.652
H -2.212 3.732 -3.215
H -3.823 2.595 -5.036
H -2.587 2.977 -6.175
H -4.246 4.662 -5.625
H -0.289 2.578 -4.892
C 5.592 -0.928 0.377
C 5.194 -1.586 -0.936
O 4.556 -0.743 -1.861
O 6.707 -0.014 0.177
H 5.985 -1.696 1.043
H 4.696 -0.519 0.845
H 4.555 -2.421 -0.649
H 6.017 -1.949 -1.550
H 4.909 0.140 -1.724
H 6.425 0.790 -0.264
C 1.243 -0.960 3.057
C 0.627 0.312 2.698
O -0.410 0.085 1.743
O 2.012 -1.431 1.958
H 0.519 -1.719 3.355
H 1.941 -0.845 3.886
H 1.332 1.025 2.270
H 0.123 0.774 3.547
H -0.716 0.942 1.437
H 1.405 -1.583 1.230
C -4.445 -0.367 -1.661
C -2.977 -0.714 -1.399
O -2.034 -0.232 -2.388
O -5.003 -1.154 -2.728
H -4.594 0.708 -1.759
H -5.041 -0.619 -0.783
H -2.843 -1.795 -1.359
H -2.704 -0.368 -0.402
H -1.178 -0.124 -1.967
H -5.684 -0.597 -3.111
C 4.018 -7.091 -0.093
C 4.020 -5.802 -0.861
O 5.200 -5.743 -1.599
O 4.092 -8.205 -0.985
H 3.159 -7.216 0.566
H 4.944 -7.181 0.475
H 3.906 -4.952 -0.189
H 3.159 -5.699 -1.522
H 5.948 -5.770 -0.999
H 4.813 -7.896 -1.538
C -3.263 6.309 -1.839
C -3.414 7.381 -2.908
O -2.579 6.957 -4.006
O -2.024 6.366 -1.188
H -3.311 5.330 -2.315
H -4.074 6.350 -1.112
H -3.012 8.332 -2.556
H -4.481 7.431 -3.123
H -2.914 6.153 -4.410
H -1.346 6.136 -1.828
*
```

Its total energy is -4534.29395 hartree. As for the relative energy (zero: lowest compared OMol25 entry of this formula, charge and spin): 0.000 eV. As for the orbital gap: 8.52 eV.



no.,maximum force (Eh/bohr)
1,0.1247
2,0.1323
3,0.0549
4,0.1025
5,0.0057
6,0.0180
7,0.0914
8,0.0597